A structure of composition C2H8CsO2, computed with ωB97M-V/def2-TZVPD.

Results
2S+1: 1
E, hartree: -251.39288
Charge: +1
HOMO energy, eV: -14.262
LUMO level, Ha: -0.129

Each line ends with the natural charge from an NBO analysis.
Cartesian coordinates (Å):
Cs (0.049, 0.567, 2.039)  0.992
C (3.437, 0.284, -0.880)  -0.248
O (2.272, 0.278, -0.038)  -0.767
H (3.125, 0.267, -1.922)  0.196
H (4.013, 1.190, -0.697)  0.185
H (4.029, -0.615, -0.713)  0.185
H (2.395, -0.285, 0.724)  0.453
C (-3.352, -0.035, -0.001)  -0.256
O (-2.333, -0.632, 0.836)  -0.789
H (-4.321, -0.124, 0.489)  0.188
H (-3.139, 1.013, -0.191)  0.185
H (-3.399, -0.563, -0.953)  0.191
H (-2.776, -1.346, 1.305)  0.486

---

A structure of composition C2H8F2InNO7S2, computed with ωB97M-V/def2-TZVPD.

Results
2S+1: 1
E, hartree: -1848.34779
HOMO energy, eV: -10.556
LUMO level, Ha: -0.211

Each line ends with the natural charge from an NBO analysis.
Cartesian coordinates (Å):
In (-0.676, 0.220, -1.848)  1.460
O (-1.232, -0.459, -4.536)  -0.757
H (-0.838, -0.647, -5.403)  0.445
O (-2.746, 1.798, -2.945)  -0.749
H (-3.510, 1.953, -2.364)  0.438
N (-1.005, -1.666, 0.217)  -1.195
S (0.452, -2.176, 0.977)  2.368
O (0.901, -3.553, 0.820)  -0.817
O (0.908, -1.368, 2.074)  -0.864
F (1.334, -1.428, -0.206)  -0.558
S (-1.852, -2.823, 0.775)  2.438
O (-1.892, -2.767, 2.230)  -0.884
O (-1.813, -4.044, 0.016)  -0.869
F (-3.327, -2.257, 0.466)  -0.507
C (1.842, 2.060, 1.974)  -0.649
C (1.471, 2.526, 0.596)  -0.067
O (1.437, 1.416, -0.297)  -0.763
H (2.848, 1.664, 2.111)  0.218
H (1.098, 1.314, 2.253)  0.239
H (1.748, 2.910, 2.654)  0.224
H (2.059, 3.330, 0.139)  0.174
H (0.479, 2.984, 0.559)  0.179
H (2.313, 1.015, -0.263)  0.495

---

The ion C2H8FNP with charge +1, computed with ωB97M-V/def2-TZVPD.

Results
2S+1: 1
E, hartree: -576.73120
Charge: +1
SMILES string: CC[NH+]=[PH2]F
HOMO energy, eV: -16.123
LUMO level, Ha: -0.142

Each line ends with the natural charge from an NBO analysis.
Cartesian coordinates (Å):
C (-0.530, -0.851, 1.198)  -0.641
C (-0.583, -0.892, -0.317)  -0.221
N (0.470, -0.067, -1.003)  -0.952
P (0.659, 1.483, -0.639)  1.703
F (1.758, 1.793, 0.396)  -0.503
H (-1.348, -1.461, 1.587)  0.258
H (-0.673, 0.152, 1.611)  0.205
H (0.402, -1.271, 1.579)  0.232
H (-1.553, -0.587, -0.712)  0.223
H (-0.416, -1.911, -0.664)  0.240
H (1.327, -0.587, -1.165)  0.448
H (-0.539, 1.962, -0.125)  0.004
H (1.026, 2.238, -1.745)  0.005

---

A cluster of 2 separate species, C2H8IN2 in total, computed with ωB97M-V/def2-TZVPD.

Results
2S+1: 1
E, hartree: -487.92526
Charge: +1
HOMO energy, eV: -13.864
LUMO level, Ha: -0.162

Each line ends with the natural charge from an NBO analysis.
Cartesian coordinates (Å):
C (0.322, -0.971, -0.742)  -0.682
C (0.289, 0.250, 0.131)  0.610
N (0.483, 0.107, 1.470)  -0.779
N (0.580, 1.447, -0.313)  -0.730
I (-2.725, 0.302, -0.168)  -0.034
H (1.268, -1.392, -0.729)  0.273
H (-0.222, -0.769, -1.663)  0.261
H (-0.353, -1.567, -0.213)  0.233
H (0.090, 0.953, 1.912)  0.422
H (0.632, -0.794, 2.043)  0.459
H (0.586, 1.515, -1.325)  0.423
H (-2.048, -1.291, -0.547)  0.097
H (1.097, 2.210, 0.145)  0.446

---

What Kohn-Sham gap values result from the calculations? In sequence: 10.756 4.807 12.260 9.462 eV.
What F_max values result from the calculations? In sequence: 0.8 7.0 0.7 4.3 eV Å⁻¹.